95
Properties=species:S:1:pos:R:3:forces:R:3:mulliken_spin:R:1 method="wB97M-V/def2-TZVPD" e_above_lowest_kcal_mol=39.0 lumo_ev="0.368 / -0.358" spin_multiplicity=4
Tc 0.322 0.781 0.455 -0.3 -0.8 -0.9 2.469
C 0.692 3.985 -0.354 -0.2 0.2 -0.3 0.004
N 1.318 3.177 0.689 -0.2 -0.4 0.1 0.017
C 0.925 3.631 2.018 0.0 0.0 0.6 -0.034
C 1.454 2.667 3.076 0.2 0.5 -0.1 0.023
N 0.739 1.382 3.081 -0.1 -0.1 -0.4 -0.021
C 1.568 0.344 3.696 0.2 -0.2 0.1 0.006
C -0.515 1.553 3.784 -0.6 0.1 -0.2 0.033
C -0.595 1.566 5.170 0.1 0.0 0.1 0.001
C -1.787 1.840 5.816 0.0 0.1 0.1 0.002
C -2.920 2.142 5.080 -0.1 0.0 0.1 -0.002
C -2.870 2.107 3.705 0.1 0.0 -0.1 0.002
C -1.680 1.790 3.049 0.4 0.1 0.2 -0.042
S -1.729 1.686 1.316 0.0 -0.3 -0.6 0.053
C 2.753 3.165 0.495 0.5 -0.4 -0.3 0.031
C 3.581 4.193 0.925 -0.2 0.1 0.0 0.002
C 4.948 4.148 0.712 0.1 0.0 0.0 0.004
C 5.507 3.073 0.036 0.1 0.0 0.0 -0.001
C 4.698 2.055 -0.419 -0.2 0.1 0.0 0.007
C 3.320 2.086 -0.194 -0.1 0.2 0.1 -0.029
S 2.366 0.785 -0.851 -0.7 -0.2 0.2 0.059
H 0.974 5.042 -0.261 0.0 0.0 0.0 0.000
H -0.394 3.905 -0.285 0.0 0.0 0.1 0.004
H 1.007 3.616 -1.331 0.0 0.0 0.0 0.001
H -0.166 3.669 2.058 0.1 0.0 -0.1 -0.007
H 1.286 4.649 2.232 0.0 -0.1 -0.1 0.004
H 1.388 3.149 4.064 0.1 -0.1 -0.1 0.002
H 2.507 2.469 2.859 -0.1 0.0 0.1 -0.006
H 1.928 0.638 4.689 0.0 0.0 0.0 0.004
H 2.428 0.143 3.056 -0.1 0.0 0.0 0.002
H 0.984 -0.571 3.780 0.1 0.0 0.0 -0.004
H 0.284 1.381 5.768 0.1 -0.1 0.1 0.000
H -1.826 1.836 6.894 0.0 0.0 0.1 0.000
H -3.840 2.406 5.579 -0.1 0.0 0.1 0.000
H -3.746 2.315 3.107 -0.1 0.0 0.0 0.000
H 3.165 5.049 1.435 -0.1 0.1 0.1 0.000
H 5.573 4.956 1.061 0.0 0.1 0.1 0.000
H 6.574 3.026 -0.128 0.1 0.0 0.0 0.000
H 5.097 1.209 -0.961 0.1 0.0 0.0 0.000
C 3.882 -3.257 -0.206 -0.6 -0.1 0.5 0.014
Si 2.489 -3.666 1.038 0.3 -0.5 -0.2 0.003
C 3.273 -4.262 2.673 -0.4 0.4 -0.6 0.003
C 1.464 -5.133 0.363 0.3 0.6 0.2 0.005
C 1.436 -2.148 1.171 0.2 -0.4 0.0 0.188
C 0.867 -1.083 0.981 0.1 0.3 0.0 -0.285
H 4.550 -4.099 -0.370 0.0 -0.2 0.0 0.000
H 4.478 -2.423 0.153 0.1 0.2 0.1 0.000
H 3.460 -2.968 -1.164 -0.1 0.1 -0.1 -0.002
H 3.829 -5.178 2.492 0.1 -0.1 -0.1 0.000
H 2.523 -4.475 3.427 -0.2 0.0 0.1 0.000
H 3.964 -3.534 3.084 0.1 0.2 0.1 0.000
H 1.939 -6.084 0.584 0.2 -0.1 0.1 0.000
H 1.353 -5.064 -0.714 0.0 0.1 -0.2 0.000
H 0.473 -5.153 0.803 -0.2 0.0 0.1 -0.001
C -1.549 -1.470 -4.807 -0.1 0.0 0.2 -0.002
C -0.866 -0.624 -3.739 -0.3 0.0 0.4 0.024
C -0.891 0.842 -4.168 0.0 0.0 0.1 0.001
C 0.603 -1.035 -3.606 0.0 0.0 0.2 -0.004
P -1.668 -0.643 -1.994 -0.5 -0.3 -0.6 0.005
N -0.676 0.113 -1.056 1.1 0.9 1.4 0.384
C -1.971 -2.464 -1.420 0.0 0.5 -0.1 0.033
C -3.168 -3.171 -2.052 0.1 0.2 0.0 0.000
C -0.696 -3.230 -1.761 0.0 0.1 -0.1 0.001
C -2.100 -2.464 0.103 0.0 0.3 0.1 0.021
C -3.330 0.330 -2.017 0.4 -0.2 0.0 0.032
C -3.996 -0.011 -0.685 0.2 -0.2 0.0 0.013
C -4.264 -0.012 -3.173 0.2 -0.1 0.0 -0.003
C -3.034 1.830 -1.996 0.2 0.0 0.0 0.033
H -0.985 -1.377 -5.735 0.0 0.0 -0.1 -0.001
H -2.565 -1.137 -4.999 -0.1 0.0 -0.1 0.000
H -1.576 -2.522 -4.539 0.0 -0.1 0.0 0.000
H -0.275 0.981 -5.055 0.1 -0.1 -0.1 0.001
H -0.485 1.460 -3.370 0.0 0.2 0.0 -0.005
H -1.898 1.168 -4.414 0.0 0.1 0.0 -0.002
H 1.186 -0.518 -4.367 0.1 0.1 -0.1 -0.004
H 0.751 -2.100 -3.749 0.0 -0.1 0.0 0.002
H 0.992 -0.748 -2.629 0.1 0.0 -0.1 0.011
H -3.103 -3.196 -3.137 0.0 -0.1 -0.1 0.000
H -4.109 -2.707 -1.774 -0.1 0.0 0.0 0.000
H -3.191 -4.200 -1.691 0.0 -0.1 0.0 0.000
H -0.581 -3.354 -2.832 0.1 0.0 -0.1 0.000
H -0.748 -4.226 -1.322 -0.1 -0.1 0.1 0.001
H 0.165 -2.714 -1.341 0.2 -0.1 0.0 0.005
H -3.112 -2.264 0.436 -0.1 0.1 0.0 0.001
H -1.424 -1.726 0.538 -0.2 -0.1 0.1 -0.013
H -1.810 -3.438 0.492 0.0 -0.2 0.0 -0.002
H -4.412 -1.013 -0.688 -0.1 -0.1 0.0 0.001
H -4.808 0.686 -0.482 -0.1 0.1 0.0 0.001
H -3.262 0.075 0.113 -0.2 0.0 0.2 -0.009
H -4.361 -1.086 -3.301 -0.1 -0.1 -0.1 0.000
H -3.921 0.423 -4.108 0.0 0.0 -0.1 0.000
H -5.254 0.394 -2.965 -0.1 0.1 0.0 -0.001
H -2.215 2.037 -1.309 0.0 0.1 0.0 -0.033
H -3.915 2.367 -1.647 -0.1 0.0 0.1 0.000
H -2.779 2.232 -2.971 0.0 0.0 -0.1 0.000

98
Properties=species:S:1:pos:R:3:forces:R:3:mulliken_spin:R:1 method="wB97M-V/def2-TZVPD" e_above_lowest_kcal_mol=16.0 lumo_ev="0.298 / -2.071" spin_multiplicity=6
Fe 0.088 0.003 -0.248 0.8 0.4 0.0 4.510
C -2.647 3.063 2.288 -0.3 -0.1 0.1 0.002
C -3.157 3.287 0.855 0.3 -0.2 0.1 0.001
S -2.699 2.028 -0.378 -0.1 -0.1 -0.2 0.022
C -4.167 0.968 -0.426 0.3 0.0 0.2 0.007
C -4.536 0.316 0.897 0.1 -0.2 0.0 -0.001
S -3.097 -0.465 1.676 0.0 0.0 0.1 0.050
C -3.558 -0.370 3.431 0.1 0.1 -0.2 0.007
C -3.223 0.941 4.140 -0.2 0.0 -0.1 0.000
S -3.932 2.462 3.450 0.1 0.1 0.0 0.000
H -2.307 4.009 2.705 0.1 0.0 -0.1 0.000
H -1.817 2.357 2.305 0.0 0.0 0.0 0.001
H -2.714 4.199 0.454 -0.1 0.1 0.1 0.001
H -4.242 3.395 0.836 0.0 0.1 0.0 0.001
H -3.919 0.222 -1.184 -0.1 0.0 0.0 0.004
H -5.007 1.562 -0.786 -0.1 -0.1 -0.1 0.000
H -5.294 -0.453 0.747 -0.1 0.1 -0.1 -0.002
H -4.907 1.059 1.594 -0.1 0.1 0.0 -0.001
H -3.007 -1.181 3.912 -0.1 0.0 0.0 -0.001
H -4.625 -0.590 3.487 0.0 0.0 0.1 0.001
H -2.150 1.091 4.209 0.1 -0.1 0.0 -0.001
H -3.616 0.891 5.158 0.1 0.0 0.0 0.000
C 1.652 -2.131 -3.178 0.0 -0.1 0.0 0.026
C 0.462 -2.855 -2.528 -0.1 0.3 -0.1 0.096
C -0.817 -2.157 -3.036 0.0 -0.1 0.0 0.062
C 0.453 -4.312 -3.012 0.0 0.0 0.1 0.025
Si 0.571 -2.722 -0.610 0.2 -0.3 -0.1 -0.222
C -0.696 -3.885 0.273 -0.3 0.3 0.1 0.032
C -2.050 -3.875 -0.458 0.0 0.0 0.0 0.033
C -0.184 -5.330 0.326 0.1 0.0 -0.2 0.026
C -0.969 -3.408 1.707 0.2 -0.2 0.1 -0.008
C 2.362 -3.030 0.055 0.0 0.5 0.1 0.102
C 3.285 -1.858 -0.346 0.0 -0.2 -0.1 -0.004
C 2.975 -4.327 -0.485 0.0 -0.1 0.0 0.019
C 2.361 -3.074 1.592 -0.1 -0.1 -0.1 0.050
H 1.505 -2.106 -4.264 0.0 0.0 0.0 0.000
H 2.593 -2.649 -2.986 -0.1 0.0 -0.1 0.002
H 1.742 -1.097 -2.846 0.0 0.0 0.0 -0.005
H -0.831 -2.187 -4.131 0.0 0.0 0.0 -0.003
H -0.840 -1.106 -2.736 0.0 0.0 -0.1 0.007
H -1.727 -2.639 -2.676 0.1 0.1 -0.1 0.025
H 0.470 -4.316 -4.108 0.0 0.0 0.0 0.001
H -0.445 -4.848 -2.696 0.1 0.0 -0.1 0.000
H 1.325 -4.871 -2.665 -0.1 0.0 -0.1 -0.004
H -1.985 -4.324 -1.450 -0.1 0.1 0.1 0.006
H -2.452 -2.861 -0.553 0.0 -0.1 0.0 -0.021
H -2.771 -4.464 0.122 0.0 0.0 0.0 -0.002
H 0.095 -5.705 -0.663 0.0 0.0 0.1 -0.005
H -0.979 -5.977 0.713 0.0 0.0 0.0 0.003
H 0.679 -5.435 0.985 -0.1 0.0 0.0 0.002
H -1.412 -2.418 1.703 -0.1 0.0 0.0 -0.024
H -0.067 -3.377 2.320 -0.1 0.0 0.0 0.013
H -1.680 -4.093 2.189 0.0 0.1 0.0 -0.004
H 3.554 -1.888 -1.401 0.0 0.0 0.1 0.005
H 4.213 -1.914 0.234 0.0 0.0 0.0 -0.002
H 2.828 -0.894 -0.140 0.1 0.0 0.1 0.004
H 3.064 -4.315 -1.573 0.0 0.0 0.1 0.000
H 2.407 -5.213 -0.195 0.1 0.0 -0.1 -0.002
H 3.986 -4.431 -0.075 0.0 0.0 0.0 0.002
H 1.925 -2.166 2.020 0.1 -0.1 0.0 -0.016
H 3.397 -3.142 1.945 0.0 0.0 0.0 0.001
H 1.827 -3.943 1.983 0.1 0.1 0.0 0.001
C 0.420 6.142 -2.903 0.1 -0.1 0.1 0.000
C 0.598 5.532 -1.535 0.1 0.0 -0.1 -0.001
C 1.265 6.229 -0.532 0.0 0.0 0.0 0.000
C 1.387 5.696 0.743 0.0 0.0 -0.1 -0.001
Cl 2.208 6.610 1.974 0.0 0.0 0.0 0.000
C 0.855 4.456 1.047 0.0 0.0 0.1 -0.002
C 0.208 3.750 0.047 0.1 0.0 0.1 0.034
C 0.089 4.267 -1.233 0.1 0.1 0.0 -0.002
O -0.627 3.558 -2.168 -0.1 -0.1 0.0 0.003
C 0.099 2.935 -3.213 -0.2 0.0 0.2 0.006
C 0.744 1.582 -2.905 0.1 -0.1 0.2 -0.035
O 1.647 1.220 -3.625 -0.1 -0.1 0.0 0.022
O 0.263 0.883 -1.905 -0.3 0.1 0.1 -0.030
H 0.359 7.228 -2.834 0.0 0.0 0.0 0.000
H -0.490 5.766 -3.371 0.0 0.0 0.0 0.000
H 1.262 5.898 -3.555 0.0 0.0 0.0 0.000
H 1.690 7.203 -0.746 -0.1 0.0 0.0 0.000
H 0.965 4.036 2.040 0.0 0.0 -0.1 0.001
H -0.186 2.768 0.254 0.0 -0.1 0.0 -0.017
H 0.886 3.582 -3.597 0.1 0.0 0.0 -0.001
H -0.627 2.756 -4.006 0.0 0.0 -0.1 0.000
C 3.042 1.773 -0.705 -0.2 -0.2 0.2 0.003
C 2.676 1.366 0.691 0.0 0.2 0.0 0.015
C 3.367 1.593 1.848 0.1 0.0 0.3 0.026
C 2.610 1.027 2.921 0.2 0.1 0.0 0.024
C 1.487 0.479 2.369 0.1 0.1 0.0 0.000
C 0.333 -0.189 3.052 0.2 0.2 -0.1 0.106
N 1.513 0.687 1.001 -1.1 -0.3 -0.5 0.024
H 4.118 1.924 -0.785 0.0 0.0 0.0 -0.001
H 2.555 2.710 -0.990 0.0 0.0 0.0 0.003
H 2.740 1.023 -1.439 0.2 0.0 0.1 0.000
H 4.316 2.108 1.916 -0.1 -0.1 0.0 0.000
H 2.861 1.023 3.974 0.0 0.0 -0.1 0.002
H 0.667 -0.868 3.839 0.0 0.0 -0.1 0.004
H -0.269 -0.756 2.336 0.0 -0.1 0.1 0.001
H -0.322 0.549 3.518 -0.1 0.0 0.0 -0.002

92
Properties=species:S:1:pos:R:3:forces:R:3:mulliken_spin:R:1 method="wB97M-V/def2-TZVPD" total_charge=+1 lumo_ev="-2.805 / -2.671" spin_multiplicity=4
Nd 0.015 -0.242 1.062 -0.5 0.7 2.8 3.036
C -0.378 -2.697 1.956 1.2 0.3 0.1 -0.020
C 0.939 -2.703 1.377 -0.3 0.3 0.8 -0.012
C 1.011 -1.421 3.296 -0.5 -0.8 -0.7 -0.014
C -0.324 -1.898 3.137 0.8 -0.1 -0.3 -0.019
C 1.790 -1.893 2.199 -1.1 -0.3 0.1 0.045
C -1.571 -3.468 1.500 -0.4 -0.1 0.0 0.002
H -1.412 -3.921 0.516 0.0 0.0 0.1 -0.001
H -2.466 -2.830 1.445 0.1 -0.2 0.0 0.001
H -1.802 -4.279 2.210 0.0 0.2 -0.3 0.000
C -1.438 -1.632 4.082 -0.5 0.2 0.2 0.002
H -2.406 -1.928 3.658 0.2 0.0 0.1 0.000
H -1.477 -0.562 4.337 -0.1 -0.4 0.0 -0.002
H -1.319 -2.174 5.035 0.0 0.0 -0.3 -0.001
C 1.529 -0.655 4.451 0.3 0.7 0.4 -0.002
H 1.201 -1.066 5.413 0.0 0.0 -0.2 0.000
H 1.176 0.383 4.405 0.2 -0.4 0.1 0.000
H 2.627 -0.627 4.461 -0.2 0.0 0.0 0.000
C 3.263 -1.720 2.092 0.5 0.1 0.1 -0.009
H 3.767 -2.262 2.907 0.0 0.1 -0.2 0.000
H 3.558 -0.665 2.187 0.0 -0.2 0.0 -0.001
H 3.662 -2.100 1.147 -0.1 0.0 0.1 0.000
C 1.419 -3.567 0.266 0.2 -0.4 -0.4 0.005
H 1.835 -4.506 0.670 -0.1 0.3 -0.2 0.000
H 2.219 -3.080 -0.310 -0.2 -0.1 0.1 -0.003
H 0.615 -3.835 -0.431 0.2 0.0 0.2 -0.001
C -1.483 0.281 -5.153 -0.7 -0.8 -0.2 0.000
C -1.505 -1.052 -5.321 -0.6 1.0 -0.4 0.000
C -0.689 -1.777 -6.350 0.0 -0.4 -0.3 0.000
C 0.728 -1.213 -6.622 -0.4 -0.3 -0.4 0.000
C 1.457 -0.641 -5.446 0.6 0.6 0.0 0.000
C 1.517 0.671 -5.156 0.6 -0.7 -0.8 0.000
C 0.596 1.717 -5.708 -0.1 0.4 -0.3 0.000
C -0.828 1.232 -6.098 0.4 0.5 -0.3 0.000
H -1.227 -1.795 -7.317 0.1 -0.1 0.4 0.000
H 0.669 -0.465 -7.425 0.2 -0.3 0.3 0.000
H -0.601 -2.832 -6.045 0.0 0.3 -0.1 0.000
H -0.794 0.791 -7.105 -0.1 0.2 0.4 0.000
H -2.096 0.758 -4.387 0.0 -0.3 -0.3 0.000
H -2.270 -1.656 -4.818 0.4 0.2 0.2 0.000
H -1.471 2.130 -6.159 0.3 -0.4 -0.1 0.000
H 0.505 2.521 -4.958 0.1 -0.2 -0.2 0.000
H 2.339 1.060 -4.542 -0.5 -0.4 0.2 0.000
H 1.033 2.193 -6.603 0.0 0.0 0.3 0.000
H 1.330 -2.052 -7.015 -0.2 0.4 0.1 0.000
H 2.053 -1.360 -4.875 0.2 0.3 -0.2 0.000
P -0.810 -0.636 -1.610 -0.2 0.5 -0.5 0.015
P 2.199 0.764 -0.508 0.0 0.2 -0.1 0.006
C 0.173 0.635 -2.554 0.0 -0.3 -0.2 -0.008
C 1.231 1.536 -1.885 0.0 0.0 0.2 0.000
H -0.542 1.275 -3.093 0.3 -0.3 0.2 0.000
H 0.648 -0.003 -3.311 -0.1 0.5 0.2 0.003
H 1.971 1.856 -2.633 -0.3 0.0 0.0 0.000
H 0.764 2.454 -1.490 0.2 -0.3 0.0 0.000
C 2.936 2.203 0.334 0.2 0.1 0.0 0.000
H 3.663 1.834 1.073 -0.2 0.2 -0.2 0.000
H 2.158 2.772 0.864 0.2 -0.2 -0.1 -0.001
H 3.442 2.859 -0.389 -0.1 -0.1 0.3 0.000
C 3.608 -0.080 -1.276 0.3 -0.2 -0.2 -0.001
H 4.126 0.579 -1.990 -0.1 -0.2 0.2 0.000
H 3.274 -0.991 -1.798 0.1 0.3 0.2 0.001
H 4.311 -0.372 -0.479 -0.2 0.1 -0.3 0.000
C -2.550 -0.160 -1.900 -0.2 -0.2 0.1 -0.002
H -3.178 -0.900 -1.385 0.0 0.2 -0.1 0.000
H -2.824 -0.134 -2.959 0.0 -0.1 0.4 0.000
H -2.730 0.825 -1.442 0.0 -0.3 -0.2 0.001
C -0.550 -2.227 -2.454 0.0 -0.3 -0.3 -0.003
H 0.466 -2.599 -2.262 -0.3 0.2 0.1 0.000
H -0.698 -2.174 -3.542 0.1 0.1 0.5 0.000
H -1.272 -2.946 -2.036 0.3 0.2 -0.1 0.001
C -2.851 1.441 5.593 0.3 -0.1 0.1 0.000
N -1.421 1.176 5.589 0.1 -0.4 -0.1 0.000
C -0.940 0.817 6.924 0.0 0.2 -0.4 0.000
C -0.592 2.185 4.937 0.2 0.0 0.5 0.000
C -1.013 2.577 3.538 -0.7 1.1 0.3 0.005
C -1.697 3.805 3.435 0.2 -0.4 -0.3 0.000
C -2.201 4.249 2.206 0.1 0.0 0.2 0.000
C -2.000 3.481 1.074 0.1 -0.4 -0.8 0.001
C -1.271 2.275 1.164 -0.4 1.1 1.3 0.000
C -0.769 1.815 2.392 0.4 -1.4 -1.3 -0.019
H -3.358 0.568 6.021 0.0 0.2 -0.1 0.000
H -3.210 1.592 4.572 0.0 0.0 0.1 0.000
H -3.108 2.323 6.202 -0.1 0.0 -0.1 0.000
H 0.132 0.585 6.894 -0.2 0.1 0.0 0.000
H -1.101 1.626 7.658 0.1 0.0 -0.1 0.000
H -1.476 -0.071 7.278 0.1 0.1 -0.1 0.000
H -0.564 3.090 5.574 0.1 0.1 -0.2 0.000
H 0.433 1.794 4.911 -0.3 0.3 0.1 -0.001
H -1.837 4.417 4.329 0.0 -0.2 -0.3 0.000
H -2.740 5.196 2.156 0.1 -0.3 -0.1 0.000
H -2.392 3.795 0.099 0.1 0.0 0.4 0.000
H -1.136 1.732 0.211 0.0 0.0 -0.1 -0.004

Calculated total energy, -2962.12438 -4778.84071 -2589.01745 a.u. (same order as the records).